Here is one molecule with the formula C23H25NO3 from OMol25. Energies are from ωB97M-V/def2-TZVPD.

CARTESIAN COORDINATES (ANGSTROEM)
C 7.126466 -1.896404 -1.837927
C 6.449176 -2.675877 -0.713978
O 6.447023 -2.011472 0.537400
C 5.737605 -0.801020 0.603854
C 4.226882 -0.937771 0.376441
O 3.979512 -0.892159 -1.016193
C 2.705434 -1.044090 -1.461309
C 2.541043 -1.061853 -2.848442
C 1.286609 -1.226788 -3.397347
C 0.171467 -1.359675 -2.585479
C 0.323599 -1.326287 -1.205144
C -0.813238 -1.476212 -0.247303
O -0.657503 -1.919692 0.875731
N -2.019155 -1.084418 -0.717411
C -3.225020 -1.108392 0.096519
C -4.327305 -1.864920 -0.638078
C -3.575991 0.312044 0.490491
C -4.591675 1.048041 -0.147917
C -4.844728 2.343590 0.207294
C -4.092274 2.983091 1.212557
C -4.327269 4.318982 1.599257
C -3.572563 4.904174 2.576478
C -2.549290 4.181489 3.211559
C -2.298191 2.885303 2.860406
C -3.059622 2.251648 1.855341
C -2.829159 0.917187 1.470889
C 1.590222 -1.180974 -0.646701
H 6.513970 -1.052839 -2.145910
H 8.097778 -1.533620 -1.509911
H 7.265207 -2.551009 -2.693972
H 5.426516 -2.936606 -1.014306
H 6.999505 -3.599258 -0.514796
H 5.911929 -0.438651 1.619629
H 6.130263 -0.064963 -0.109268
H 3.710500 -0.107644 0.875532
H 3.876079 -1.886063 0.802574
H 3.414684 -0.956230 -3.472156
H 1.175295 -1.256514 -4.471073
H -0.796798 -1.520377 -3.035597
H -2.078801 -0.613157 -1.605605
H -2.946968 -1.661502 1.001428
H -4.028534 -2.901703 -0.773062
H -4.512149 -1.433961 -1.620013
H -5.247252 -1.839686 -0.060193
H -5.184562 0.586711 -0.922382
H -5.630857 2.899062 -0.284812
H -5.115966 4.870847 1.107391
H -3.756896 5.927787 2.868610
H -1.963054 4.661684 3.981509
H -1.512995 2.323558 3.345774
H -2.042307 0.361724 1.961738
H 1.662322 -1.184973 0.429279

Force components x, y, z for each atom (eV/Å):
-0.2 -0.1 0.4
0.1 -0.2 -0.2
0.1 0.0 0.1
-0.4 0.0 0.0
0.4 0.1 0.4
0.0 0.0 -0.3
-0.2 0.0 -0.2
0.1 0.0 0.1
0.1 0.0 0.0
-0.1 0.0 0.2
0.3 0.0 -0.3
-0.1 0.0 -0.2
0.1 0.0 0.3
-0.2 -0.1 -0.2
0.0 -0.2 0.1
0.2 0.1 0.2
0.2 0.0 0.3
-0.1 0.1 0.0
0.0 -0.1 -0.1
0.2 -0.2 0.1
0.0 0.2 0.1
-0.3 0.1 -0.2
0.2 -0.2 0.1
0.1 0.2 0.1
-0.2 0.1 -0.2
-0.2 -0.1 -0.2
0.1 0.0 0.1
0.0 0.1 -0.1
0.1 0.0 0.0
0.0 0.0 -0.1
0.1 0.0 0.1
-0.1 0.0 -0.1
-0.1 0.1 -0.1
0.0 0.0 0.1
0.0 -0.1 0.0
0.0 0.1 0.0
0.1 0.0 -0.1
0.0 0.0 -0.1
-0.1 0.0 0.0
0.1 0.0 0.1
-0.1 0.1 -0.2
0.0 -0.1 0.0
-0.1 0.0 -0.1
-0.1 0.0 0.0
-0.1 0.0 -0.1
-0.1 0.0 -0.1
-0.1 0.1 0.0
0.0 0.1 0.0
0.1 0.0 0.1
0.1 0.0 0.1
0.1 -0.1 0.1
0.0 0.0 0.1

The HOMO-LUMO gap comes out at 8.77 eV. The spin multiplicity is 1. For the energy relative to the best compared isomer or geometry (same formula, charge and spin), the calculation gives 0.4691 eV. The HOMO energy comes out at -8.22 eV. The total charge is 0.

=====

Here is a 4-piece molecular cluster, C20H25N4O8P2S overall in a non-equilibrium geometry from OMol25. Energies are from ωB97M-V/def2-TZVPD.

CARTESIAN COORDINATES (ANGSTROEM)
N 3.450105 3.394015 1.667630
C 3.909965 2.606390 0.512722
C 4.480177 3.373630 -0.706351
O 5.429927 2.515193 -1.305072
P 6.025627 1.264469 -0.276726
P 4.468997 -0.226729 -0.843970
S 3.871472 -0.206521 -2.714800
O 4.893899 1.732306 0.998207
H 2.786846 2.786815 2.124069
H 4.230890 3.408556 2.306742
H 2.979469 2.160585 0.121498
H 4.849029 4.370370 -0.458691
H 3.711004 3.449407 -1.476080
H 7.073115 2.193937 0.131916
H 6.942160 0.747392 -1.267705
H 6.601304 0.336679 0.692486
H 5.024045 -1.503487 -0.506040
H 3.311137 -0.129504 -0.008835
C -0.730927 -0.537407 -3.913027
C 0.258442 -0.614343 -2.940281
C -0.092108 -0.719730 -1.602452
C -1.436960 -0.747003 -1.257999
C -2.433052 -0.662789 -2.220461
C -2.073669 -0.557778 -3.553684
N -1.825401 -0.873306 0.144887
O -0.955609 -0.919821 0.987505
O -3.009736 -0.922433 0.401783
H -0.453448 -0.463437 -4.956324
H 1.304927 -0.592836 -3.220420
H 0.681497 -0.778050 -0.850152
H -3.477010 -0.681169 -1.943946
H -2.841388 -0.498036 -4.313197
C -4.387625 -5.854019 0.319668
C -4.960347 -6.343495 -0.848225
C -4.460036 -5.957796 -2.082390
C -3.383773 -5.085627 -2.128096
C -2.806343 -4.584929 -0.971768
C -3.315248 -4.973222 0.257995
N -2.837010 -4.685983 -3.422294
O -3.373505 -5.108999 -4.422780
O -1.883322 -3.948744 -3.412175
H -4.778544 -6.160307 1.281311
H -5.796282 -7.027411 -0.796749
H -4.906768 -6.337717 -2.988972
H -1.971055 -3.900805 -1.018532
H -2.874060 -4.590109 1.167477
C -1.465698 1.855805 3.348375
C -0.321000 2.383862 2.768734
C -0.038000 3.735482 2.890052
C -0.914970 4.546738 3.595942
C -2.063712 4.031809 4.180118
C -2.336476 2.677374 4.053913
N -0.620283 5.970506 3.743481
O 0.374122 6.400421 3.211910
O -1.392016 6.642780 4.393944
H -1.677556 0.798407 3.251424
H 0.352515 1.739645 2.219177
H 0.853614 4.138225 2.425802
H -2.742329 4.669403 4.726971
H -3.229018 2.263341 4.502454

Force components x, y, z for each atom (eV/Å):
-0.2 0.2 -0.7
-0.1 0.6 0.6
-0.1 -1.0 -0.3
-0.2 -0.4 0.4
2.7 1.2 1.4
-0.5 -0.5 -0.4
-0.3 -0.2 -0.7
-0.3 0.3 -1.1
-0.2 0.0 0.3
0.3 0.3 0.1
0.3 -0.7 0.2
0.4 0.0 0.1
-0.4 0.5 0.2
-0.3 -0.1 0.2
-0.7 0.0 -0.3
-0.6 -0.3 -0.2
-0.3 0.3 0.2
0.5 -0.3 0.1
-0.1 0.0 0.2
-0.1 0.0 -0.2
0.1 0.0 0.1
0.2 0.0 -0.5
-0.2 0.0 -0.1
0.2 0.0 0.1
0.0 0.1 0.0
0.4 0.0 0.2
-0.5 -0.1 0.1
0.0 0.0 0.0
0.0 0.0 0.2
0.0 0.0 0.1
0.1 0.0 0.1
0.0 0.0 0.0
0.0 0.0 0.0
0.1 0.1 0.1
-0.1 -0.1 0.0
-0.3 -0.2 0.6
0.1 0.1 0.1
-0.1 -0.1 -0.1
-0.1 0.1 0.1
-0.3 -0.2 -0.3
0.5 0.3 -0.1
0.0 0.0 0.0
0.0 0.0 0.0
0.1 0.1 -0.1
0.0 0.0 -0.2
0.0 0.0 0.0
-0.1 -0.1 0.1
-0.1 0.0 0.1
0.2 0.1 -0.2
-0.1 -0.7 0.0
-0.1 0.0 0.1
0.2 0.1 -0.1
0.0 0.0 0.0
0.4 0.1 -0.2
-0.4 0.2 0.3
0.0 0.0 -0.1
0.0 0.0 0.0
0.0 0.2 0.1
0.1 0.1 0.0
0.0 0.0 0.0

The HOMO-LUMO gap comes out at 5.27 eV. The spin multiplicity is 1. For the energy relative to the best compared isomer or geometry (same formula, charge and spin), the calculation gives 0.9052 eV. The HOMO energy comes out at -4.31 eV. The total charge is -1.

=====

Here is C12H10BrI as an isolated structure in a non-equilibrium geometry from OMol25. Energies are from ωB97M-V/def2-TZVPD.

CARTESIAN COORDINATES (ANGSTROEM)
C -0.491425 1.189668 3.428445
C -0.243209 -0.190572 3.244570
C -0.752399 2.055042 2.366350
C -0.258381 -0.673801 1.985581
C -0.795680 1.559359 1.081897
C -0.485424 0.181483 0.890708
C -0.774166 -1.500691 -2.545092
C -1.112953 -0.950986 -1.248221
C 0.359523 -1.141649 -3.155367
C -0.250318 -0.337692 -0.474236
C 1.115883 -0.036697 -2.556462
C 1.165019 -0.212578 -1.046248
Br 2.037412 -2.020795 -0.563542
I 2.512358 1.342765 -0.219156
H -0.263854 1.713874 4.353979
H 0.181069 -0.793934 4.037165
H -0.924209 3.165919 2.450904
H -0.071349 -1.683492 1.602425
H -0.803516 2.235803 0.119386
H -1.321740 -2.253729 -3.086979
H -2.182431 -1.109822 -0.981815
H 0.815726 -1.612061 -4.031899
H 2.048697 0.191223 -2.953387
H 0.495364 0.883362 -2.699005

Force components x, y, z for each atom (eV/Å):
0.7 0.4 0.1
0.5 1.6 1.3
-0.7 1.0 -0.3
-0.4 -0.4 -3.2
1.2 -0.7 -2.5
-0.7 1.2 0.4
1.2 -0.5 -1.2
-2.9 -0.9 -1.1
0.3 -0.3 -0.3
1.7 1.2 0.6
-1.4 0.9 1.6
0.5 -0.2 0.4
0.0 0.8 -0.3
-0.9 -0.7 -0.3
-0.4 -0.6 0.3
-0.5 0.0 0.3
0.3 -1.4 0.5
0.2 0.0 1.1
-0.3 -1.3 2.2
-0.7 -0.2 0.6
1.0 0.3 0.4
-0.8 0.1 0.1
1.7 0.0 -0.8
0.4 -0.3 0.1

The HOMO-LUMO gap comes out at 8.83 eV. The spin multiplicity is 1. For the energy relative to the best compared isomer or geometry (same formula, charge and spin), the calculation gives 0.0000 eV. The HOMO energy comes out at -8.88 eV. The total charge is 0.

=====

Here is one molecule with the formula C21H28N2O2 from OMol25. Energies are from ωB97M-V/def2-TZVPD.

CARTESIAN COORDINATES (ANGSTROEM)
O -0.492191 2.126303 -2.709088
C 0.366842 1.122082 -2.201238
C -0.352541 0.204967 -1.209853
C 0.595938 -0.507202 -0.235612
C 1.103160 0.467542 0.840033
N -0.029302 0.949727 1.606737
C 0.307284 2.064491 2.473253
C 0.730594 3.282403 1.692108
C 1.625781 4.194843 2.233104
C 2.003589 5.310924 1.504822
C 1.531296 5.511832 0.222750
C 0.647939 4.591797 -0.337401
O 0.224402 4.783138 -1.610648
C 0.228971 3.503929 0.418464
C -0.627773 -0.164773 2.314334
C -1.117877 -1.200185 1.292382
N -0.093592 -1.640580 0.367112
C 0.789270 -2.683326 0.852638
C 1.076444 -3.703702 -0.264564
C -0.201337 -4.352505 -0.706237
C -0.700635 -5.461251 -0.035119
C -1.905835 -6.029024 -0.407714
C -2.631838 -5.490444 -1.456161
C -2.143200 -4.384702 -2.130490
C -0.936243 -3.821422 -1.757209
H -1.229295 1.703639 -3.163214
H 0.799209 0.539943 -3.025881
H 1.174829 1.666729 -1.709617
H -1.045263 0.810616 -0.624952
H -0.928994 -0.551332 -1.746858
H 1.451425 -0.896805 -0.797906
H 1.836888 -0.047714 1.489034
H 1.610432 1.315013 0.379365
H 1.101797 1.799402 3.195807
H -0.591871 2.310246 3.050812
H 2.025242 4.034788 3.224147
H 2.690693 6.023857 1.936511
H 1.839021 6.363853 -0.362255
H -0.213935 3.981228 -1.940584
H -0.483672 2.809693 0.003573
H 0.093153 -0.636763 3.009989
H -1.477550 0.197202 2.898331
H -1.926242 -0.755083 0.706896
H -1.523936 -2.072014 1.808557
H 1.745984 -2.290522 1.229047
H 0.297290 -3.206615 1.675524
H 1.546663 -3.193091 -1.105872
H 1.771468 -4.452651 0.119873
H -0.137687 -5.886197 0.784624
H -2.280177 -6.893911 0.120967
H -3.573380 -5.932540 -1.747514
H -2.705257 -3.962169 -2.951216
H -0.553639 -2.961084 -2.285703

Force components x, y, z for each atom (eV/Å):
-0.3 0.3 -0.3
0.1 -0.4 0.3
0.3 0.1 -0.1
0.0 0.2 -0.2
0.1 -0.1 -0.3
0.1 0.0 0.2
-0.1 -0.1 0.1
0.1 0.2 0.0
0.0 -0.1 0.1
0.0 0.0 0.0
-0.1 0.0 -0.2
0.1 0.0 0.2
0.0 0.0 -0.1
0.0 0.1 -0.1
-0.2 -0.2 -0.1
-0.1 0.1 0.3
0.1 -0.1 0.1
0.2 -0.1 -0.2
-0.2 0.1 0.3
0.1 -0.1 -0.1
0.0 0.0 0.0
-0.1 -0.1 0.1
-0.1 -0.1 0.0
-0.1 0.0 -0.1
0.0 -0.1 0.0
0.0 0.1 0.0
0.0 0.1 0.1
0.0 -0.1 0.0
0.0 0.0 -0.1
0.0 0.0 0.0
0.0 0.0 0.0
0.0 0.1 0.0
0.0 0.0 0.0
-0.1 0.0 0.0
0.1 -0.1 0.0
0.1 0.0 0.1
0.1 0.1 0.0
0.1 0.1 -0.1
0.0 0.0 0.0
-0.1 -0.1 -0.1
0.0 0.1 0.0
0.0 0.0 0.0
-0.1 0.0 0.1
0.0 0.0 0.0
-0.1 0.0 0.1
0.1 0.0 0.0
0.1 0.0 0.0
0.1 0.0 -0.1
0.1 0.0 0.1
0.0 -0.1 0.0
-0.1 0.0 0.0
0.0 0.0 -0.1
0.0 0.1 -0.1

The HOMO-LUMO gap comes out at 8.79 eV. The spin multiplicity is 1. For the energy relative to the best compared isomer or geometry (same formula, charge and spin), the calculation gives 2.2796 eV. The HOMO energy comes out at -8.18 eV. The total charge is 0.

=====

| no. | total energy (a.u.) |
| --- | --- |
| 1 | -1171.9284 |
| 2 | -2678.7033 |
| 3 | -3334.9118 |
| 4 | -1076.9989 |